Run 1
{"formula": "C11H17NO2", "method": "ωB97M-V/def2-TZVPD", "molar_mass_g_mol": 195.3, "lumo_energy_ev": 0.4812, "symbols": ["N", "C", "C", "C", "C", "C", "H", "H", "H", "H", "H", "C", "C", "O", "C", "H", "H", "H", "H", "H", "H", "C", "C", "O", "C", "H", "H", "H", "H", "H", "H"], "coordinates": [[-0.780, 0.886, -1.707], [-1.275, 0.785, -0.385], [-0.763, 1.382, 0.744], [0.278, 2.303, 0.584], [0.740, 2.430, -0.735], [0.259, 1.679, -1.777], [-2.157, 0.161, -0.352], [-1.114, 1.272, 1.759], [0.733, 3.001, 1.271], [1.460, 3.201, -0.963], [0.673, 1.865, -2.757], [-0.276, 0.925, 2.582], [0.969, 0.177, 2.040], [1.396, 0.313, 0.910], [1.757, -0.674, 3.059], [-0.385, 1.948, 2.220], [-0.121, 1.063, 3.652], [-1.232, 0.434, 2.404], [2.430, -1.340, 2.518], [1.142, -1.291, 3.715], [2.374, -0.075, 3.729], [0.208, -1.219, -1.664], [-0.550, -2.555, -1.772], [-0.424, -3.517, -1.061], [-1.418, -2.612, -3.013], [0.723, -1.383, -0.717], [-0.496, -0.394, -1.558], [0.899, -0.948, -2.461], [-1.927, -1.707, -3.345], [-2.284, -3.275, -3.011], [-0.837, -2.833, -3.908]]}

***

Run 2
{"formula": "C11H17NO2", "method": "ωB97M-V/def2-TZVPD", "molar_mass_g_mol": 195.3, "lumo_energy_ev": 0.7936, "smiles": "[O-]/[N+](O)=C/[C@@]12CCCC=C1CCCC2", "symbols": ["O", "N", "O", "C", "C", "C", "C", "C", "C", "C", "C", "C", "C", "C", "H", "H", "H", "H", "H", "H", "H", "H", "H", "H", "H", "H", "H", "H", "H", "H", "H"], "coordinates": [[-0.916, -0.739, 3.430], [-0.487, -0.568, 2.315], [0.139, -1.738, 1.867], [-0.587, 0.415, 1.477], [-0.046, 0.623, 0.114], [1.204, 1.474, 0.355], [2.367, 0.645, 0.769], [2.778, -0.229, -0.334], [1.574, -0.884, -1.031], [0.324, -0.534, -0.809], [-0.763, -1.265, -1.574], [-2.121, -0.973, -0.991], [-2.374, 0.483, -0.894], [-1.182, 1.395, -0.618], [0.270, -2.206, 2.766], [-0.962, 1.392, 1.825], [1.064, 2.211, 1.152], [1.451, 2.090, -0.558], [1.909, -0.084, 1.542], [3.101, 1.286, 1.253], [3.215, 0.552, -1.000], [3.364, -0.969, 0.101], [1.819, -1.670, -1.797], [-0.810, -2.425, -1.573], [-0.823, -0.881, -2.628], [-2.157, -1.481, -0.007], [-2.885, -1.414, -1.703], [-2.863, 0.713, -1.816], [-3.106, 0.722, -0.059], [-0.913, 1.804, -1.555], [-1.586, 2.256, -0.018]]}

***

Most stable pick: run 2. Distance to second place: 6.118 eV.

***

Run 1
{"formula": "HN3O3S", "method": "ωB97M-V/def2-TZVPD", "molar_mass_g_mol": 123.1, "charge": -2, "lumo_energy_ev": 7.2583, "smiles": "[H]/N=N/N=S(=O)([O-])[O-]", "symbols": ["H", "N", "N", "N", "S", "O", "O", "O"], "coordinates": [[1.008, -0.362, -0.759], [0.272, -0.719, 0.044], [-0.865, -0.225, -0.377], [-1.970, -0.695, 0.321], [-3.437, 0.039, 0.044], [-3.622, 0.662, -1.309], [-3.657, 1.035, 1.108], [-4.431, -1.059, 0.203]]}

***

Run 2
{"formula": "HN3O3S", "method": "ωB97M-V/def2-TZVPD", "molar_mass_g_mol": 123.1, "charge": -2, "lumo_energy_ev": 6.9335, "symbols": ["N", "N", "N", "O", "O", "O", "S", "H"], "coordinates": [[-3.569, -0.033, 0.152], [-2.491, 0.382, 0.110], [-1.389, 0.728, 0.189], [0.632, -1.021, -0.270], [2.657, -0.215, 1.149], [2.620, 0.251, -1.203], [1.760, 0.254, -0.021], [-0.221, -0.347, -0.106]]}

***

Most stable pick: run 2. Distance to second place: 0.869 eV.